Record 1
C4H13NOS | ωB97M-V/def2-TZVPD

Geometry as XYZ:
```
20
Properties=species:S:1:pos:R:3:nbo_charge:R:1
C 1.45933 -0.30090 -0.75538 -0.632
C 0.36803 0.40278 0.18057 -0.066
C 0.81031 1.77614 0.56009 -0.428
C -0.14502 2.48042 1.57245 -0.561
S -1.84923 2.95319 0.93506 0.598
N -0.91531 0.24491 -0.57600 -0.843
H 1.11146 0.27776 -1.64095 0.224
H 2.52373 -0.12293 -0.47515 0.238
H 1.47071 -1.50146 -0.89063 0.246
H 0.45959 -0.10956 1.20504 0.193
H 0.95596 2.44924 -0.37425 0.234
H 1.75820 1.61604 1.13424 0.264
H 0.34792 3.44056 1.87428 0.282
H -0.23213 1.72788 2.54855 0.302
H -2.18018 1.99522 0.02553 0.166
H -1.88829 0.22320 -0.31086 0.379
H -0.97248 -0.64378 -1.13917 0.404
H -0.60091 -6.33158 -1.16357 0.478
H -1.07311 -4.80672 -1.48266 0.462
O -1.40859 -5.77044 -1.22718 -0.940
```

For the calculated total energy, the calculation gives -18720.5747 eV. Its strongest force on any atom is 3.7 eV/Å. As for the spin multiplicity: 2. Its gap between HOMO and LUMO (alpha / beta) is 9.8 / 4.5 eV. As for the total charge: +1. As for the HOMO energy (alpha / beta): -13.4191 / -13.4191 eV.

***

Record 2
C4H13NOS2 | ωB97M-V/def2-TZVPD

Geometry as XYZ:
```
21
Properties=species:S:1:pos:R:3:nbo_charge:R:1
N -0.65434 -1.44784 2.36728 -0.834
C -0.22712 -0.09714 2.05787 -0.238
C -1.10431 0.48484 0.97104 -0.608
S -0.84603 2.18783 0.72412 0.088
S 0.47853 -1.57715 -0.64756 0.019
C 0.56752 -0.63219 -2.19662 -0.555
C -0.56805 -0.95552 -3.17109 -0.633
H -0.22994 -1.80064 3.22540 0.370
H -0.38501 -2.02391 1.60441 0.356
H -0.20458 0.48449 2.97302 0.208
H 0.78574 -0.13032 1.64269 0.174
H -2.13833 0.41094 1.30905 0.267
H -0.97106 -0.20638 0.05962 0.252
H 1.56589 -0.85080 -2.57609 0.250
H 0.48303 0.39478 -1.83813 0.247
H -0.90831 -1.97946 -2.99812 0.220
H -1.39965 -0.25728 -3.09126 0.218
H -0.24294 -0.91523 -4.21677 0.218
H 2.02428 0.35385 -0.08427 0.466
H 1.36773 1.72070 0.01674 0.465
O 2.17508 1.28453 -0.27480 -0.952
```

For the calculated total energy, the calculation gives -29562.8647 eV. Its strongest force on any atom is 3.3 eV/Å. Its gap between HOMO and LUMO is 5.0 eV. As for the total charge: 0. As for the HOMO energy: -8.9144 eV.

***

Record 3
C4H13NOS2 | ωB97M-V/def2-TZVPD

Geometry as XYZ:
```
21
Properties=species:S:1:pos:R:3:nbo_charge:R:1
S -0.23198 -1.06400 2.61143 -0.460
S -0.71020 0.06558 -2.47284 0.088
C 0.37456 -0.46372 -1.24025 -0.615
C 0.85809 0.75554 -0.33439 -0.035
C -0.29742 1.39074 0.38191 -0.635
N 1.75368 0.31129 0.66798 -0.467
C 2.94528 -0.41768 0.29729 -0.431
H -1.03304 -0.28871 3.35722 0.130
H 1.29049 -0.89299 -1.66864 0.231
H -0.02817 -1.30487 -0.68092 0.240
H 1.34632 1.44849 -1.01539 0.231
H -0.84382 0.68398 1.03670 0.263
H -0.97026 1.85640 -0.33584 0.240
H 0.13621 2.09971 1.07099 0.231
H 1.24107 -0.25517 1.36666 0.399
H 3.29196 -0.96507 1.17074 0.226
H 3.64696 0.27767 -0.15799 0.216
H 2.73558 -1.16158 -0.48398 0.189
H -3.61097 -0.39468 -0.43958 0.468
H -2.32306 0.17617 -1.04538 0.458
O -3.08743 0.41020 -0.48705 -0.966
```

For the calculated total energy, the calculation gives -29561.9264 eV. Its strongest force on any atom is 2.3 eV/Å. Its gap between HOMO and LUMO is 3.7 eV. As for the total charge: 0. As for the HOMO energy: -8.0304 eV.

***

Record 4
C4H13NS | ωB97M-V/def2-TZVPD

Geometry as XYZ:
```
19
Properties=species:S:1:pos:R:3:nbo_charge:R:1
C -2.87518 0.45046 -1.43967 -0.618
C -1.56065 0.45958 -0.70601 -0.516
S -1.44291 1.70536 0.67363 -0.658
H -3.04626 1.45506 -1.97367 0.204
H -3.76139 0.32480 -0.80297 0.210
H -2.98675 -0.31654 -2.21107 0.184
H -0.75523 0.63676 -1.47152 0.147
H -1.33241 -0.58219 -0.33929 0.146
C 1.12616 -0.79383 1.85721 -0.642
C 1.06364 -0.23584 0.45641 -0.272
N 2.46429 -0.06150 -0.09787 -0.674
H 0.10808 -0.96536 2.27639 0.282
H 1.62491 -1.75411 1.88872 0.194
H 1.68532 -0.09804 2.50327 0.213
H 0.58467 -0.90606 -0.24456 0.216
H 0.59154 0.76567 0.39307 0.302
H 3.02197 0.65567 0.38787 0.430
H 2.51909 0.21771 -1.09113 0.435
H 2.97111 -0.95762 -0.05882 0.418
```

For the calculated total energy, the calculation gives -16681.4111 eV. Its strongest force on any atom is 2.3 eV/Å. Its gap between HOMO and LUMO is 4.9 eV. As for the total charge: 0. As for the HOMO energy: -5.7362 eV.

***

Record 5
C4H13O4 | ωB97M-V/def2-TZVPD

Geometry as XYZ:
```
21
Properties=species:S:1:pos:R:3:nbo_charge:R:1
C 0.91832 -0.72349 0.69677 -0.474
C 0.32994 0.30770 1.77168 -0.436
C -0.20719 1.62546 1.11708 -0.054
O 0.22161 1.65863 -0.19690 -0.822
C 0.20004 -2.00456 0.57484 -0.084
O 0.46177 -2.53855 -0.81026 -0.842
H 1.00655 -0.29251 -0.39765 0.281
H 2.04757 -0.66795 0.89989 0.199
H 0.79324 0.53733 2.69468 0.193
H -0.67108 -0.14260 2.14556 0.173
H -1.28673 1.71649 1.12991 0.153
H 0.38802 2.49165 1.53624 0.150
H -0.79115 -1.95400 0.75247 0.158
H 0.69653 -2.84409 1.12027 0.164
H 0.17819 -1.71815 -1.48789 0.503
H 0.10127 0.63523 -0.63380 0.506
H 0.25670 -0.08347 -2.55409 0.420
O -0.17514 -0.35014 -1.89121 -1.154
H -1.66462 0.94781 -2.73100 0.475
H -1.08737 1.62673 -1.47521 0.504
O -1.71648 1.77248 -2.26136 -1.013
```

For the calculated total energy, the calculation gives -12546.7778 eV. Its strongest force on any atom is 10.3 eV/Å. Its gap between HOMO and LUMO is 8.8 eV. As for the total charge: -1. As for the HOMO energy: -4.8524 eV.

***

Record 6
C4H13O4 | ωB97M-V/def2-TZVPD

Geometry as XYZ:
```
21
Properties=species:S:1:pos:R:3:nbo_charge:R:1
C 1.49299 0.15735 -0.78589 -0.412
C 1.61053 0.25941 0.74516 -0.418
C 0.21949 0.40346 1.36387 -0.088
O -0.09674 1.81475 1.32981 -0.816
C 1.12618 -1.26444 -1.17727 -0.208
O 1.27508 -1.32893 -2.89562 -0.725
H 0.76013 0.88982 -1.12376 0.235
H 2.45304 0.39227 -1.24686 0.200
H 2.27134 1.10775 0.92943 0.213
H 2.13548 -0.58553 1.22508 0.175
H -0.52171 -0.03702 0.70501 0.196
H 0.14250 0.07423 2.39842 0.153
H 0.26838 -1.59361 -0.57256 0.245
H 1.96130 -1.92173 -0.96912 0.199
H 0.49000 -1.51552 -2.26191 0.432
H -1.03966 1.82344 0.90941 0.521
H -2.99084 2.24318 0.15256 0.432
O -2.52825 1.48290 0.49309 -1.262
H -2.85859 -0.04387 0.53091 0.524
H -3.31030 -1.28336 -0.28362 0.438
O -2.86034 -1.07455 0.53385 -1.035
```

For the calculated total energy, the calculation gives -12546.4537 eV. Its strongest force on any atom is 4.5 eV/Å. Its gap between HOMO and LUMO is 8.2 eV. As for the total charge: -1. As for the HOMO energy: -4.5548 eV.

***

The lowest calculated total energy belongs to which entry? number 2